Entry from the Open Molecules 2025 dataset: the ion C7H12N with charge +1 (ωB97M-V/def2-TZVPD).

Structure (XYZ):
```
20
Properties=species:S:1:pos:R:3:nbo_charge:R:1
C 0.005 -0.977 -0.964 0.0542
C -1.444 1.561 1.674 -0.2029
C -0.511 0.598 1.469 0.1330
C 0.856 0.096 -0.567 0.3035
C -0.263 -0.511 2.448 -0.6599
C -0.654 -1.038 -2.266 -0.7015
C 2.001 0.659 -1.296 -0.6770
N 0.254 0.693 0.380 -0.2295
H -0.374 -1.639 -0.194 0.2223
H -1.621 2.333 0.945 0.2194
H -2.066 1.560 2.551 0.2217
H -0.833 -1.400 2.179 0.2385
H -0.578 -0.199 3.439 0.2541
H 0.793 -0.773 2.482 0.2389
H -1.742 -1.089 -2.170 0.2691
H -0.368 -1.993 -2.728 0.2856
H -0.370 -0.229 -2.935 0.2418
H 2.265 1.638 -0.905 0.2612
H 1.796 0.723 -2.362 0.2591
H 2.855 -0.011 -1.180 0.2682
```

## Properties
**LUMO level (spin up / spin down)**: -0.2011 / -0.2242 hartree
**Gap between HOMO and LUMO (spin up / spin down)**: 8.22 / 6.93 eV
**Energy above the lowest of the compared OMol25 structures with the same formula, charge and spin**: 307.3 kJ/mol
**Strongest force on any atom**: 0.74 eV Å⁻¹
**Net charge**: +1
**HOMO level (spin up / spin down)**: -13.7 / -13.0 eV